w:
Here is an isolated molecule of C3H3O3P from the OMol25 dataset. Energies are from ωB97M-V with the def2-TZVPD basis set.

CARTESIAN COORDINATES (ANGSTROEM)
C 1.507 1.046 0.109
C -0.803 0.478 -0.043
C -0.547 -1.012 0.113
O 2.552 1.585 0.171
O 0.318 1.348 -0.256
O 0.142 -1.645 -0.940
P 1.048 -1.747 0.471
H -1.451 0.633 -0.916
H -1.312 0.840 0.859
H -1.454 -1.526 0.432

Its HOMO energy (alpha / beta) is -8.005 / -7.930 eV. As for the LUMO energy (alpha / beta): -0.4 / -0.1 eV. Its net charge is 0.


x:
Here is a cluster of 2 separate species, C3H3O3P in total from the OMol25 dataset. Energies are from ωB97M-V with the def2-TZVPD basis set.

CARTESIAN COORDINATES (ANGSTROEM)
C 0.598 -0.544 -0.493
C -0.481 -0.110 0.089
C -1.559 -1.038 0.365
O -1.927 -1.956 1.008
O -3.787 0.400 1.084
O -2.897 -0.452 -0.903
P -3.918 0.570 -0.424
H 1.534 -0.046 -0.579
H 0.556 -1.432 -1.106
H -0.556 0.820 0.646

Its HOMO energy is -9.586 eV. As for the LUMO energy: -0.5 eV. Its net charge is 0.


Going by the energies, x is most stable and the next is 0.0696 hartree up.


w:
Here is an isolated molecule of C7H7NO from the OMol25 dataset. Energies are from ωB97M-V with the def2-TZVPD basis set.

CARTESIAN COORDINATES (ANGSTROEM)
C 2.623 0.431 0.561
C 1.378 1.162 -0.057
O 1.425 2.187 -0.553
C 0.108 0.305 -0.107
C -1.128 0.764 0.394
C -2.282 0.142 0.260
C -2.114 -1.191 -0.281
C -0.967 -1.579 -0.828
N 0.191 -0.904 -0.682
H 2.444 -0.140 1.422
H 2.894 -0.396 -0.315
H 3.430 1.130 0.539
H -1.174 1.946 0.996
H -3.143 0.357 0.521
H -2.997 -1.560 -0.502
H -0.688 -2.656 -1.369

Its SMILES is CC(=O)c1ccccn1. Its HOMO energy is -9.578 eV. As for the LUMO energy: 0.5 eV. Its net charge is 0.


x:
Here is an isolated molecule of C7H7NO from the OMol25 dataset. Energies are from ωB97M-V with the def2-TZVPD basis set.

CARTESIAN COORDINATES (ANGSTROEM)
C 4.208 0.254 0.039
C 1.928 1.328 -0.290
C 2.866 0.471 0.062
C 1.570 -1.273 0.126
C 0.493 0.949 -0.092
C 0.310 -0.513 0.477
C -0.890 -1.368 -0.092
N 5.349 0.008 0.030
O 1.892 -2.320 -0.255
H 2.066 2.340 -0.690
H 0.050 1.686 0.630
H -0.153 1.399 -0.976
H 0.288 -0.527 1.525
H -0.839 -1.322 -1.203
H -1.909 -1.037 0.247
H -0.842 -2.475 0.157

Its HOMO energy is -8.787 eV. As for the LUMO energy: 0.5 eV. Its net charge is 0.


y:
Here is an isolated molecule of C7H7NO from the OMol25 dataset. Energies are from ωB97M-V with the def2-TZVPD basis set.

CARTESIAN COORDINATES (ANGSTROEM)
C 2.278 -0.375 0.036
C 1.085 -0.320 -0.633
C -0.063 -1.188 -0.579
C -1.387 -0.573 -0.422
C -0.818 -1.106 0.819
C -1.085 0.387 0.668
C 0.174 1.230 0.537
N 3.265 -0.263 0.577
O 0.066 2.333 -0.252
H 1.111 0.344 -1.526
H 0.228 -2.134 -1.008
H -2.121 -0.965 -1.085
H -1.209 -1.806 1.522
H -1.951 1.001 0.980
H 0.877 1.373 1.342
H -0.451 2.060 -0.976

Its HOMO energy is -8.508 eV. As for the LUMO energy: 0.6 eV. Its net charge is 0.


Going by the energies, w is most stable and the next is 0.0071 hartree up.


w:
Here is a structure of composition C2H4N3O from the OMol25 dataset. Energies are from ωB97M-V with the def2-TZVPD basis set.

CARTESIAN COORDINATES (ANGSTROEM)
C 0.997 -1.240 0.251
C -1.443 0.599 -0.067
N 2.127 -0.819 0.090
N 0.981 0.988 -0.435
N 0.015 0.267 -0.200
O 2.143 0.512 -0.325
H 0.521 -2.102 0.726
H -1.821 0.038 0.843
H -1.520 1.672 0.090
H -1.999 0.085 -0.973

Its HOMO energy is -17.598 eV. As for the LUMO energy: -5.3 eV. Its net charge is +1.


x:
Here is the ion C2H4N3O with charge +1 from the OMol25 dataset. Energies are from ωB97M-V with the def2-TZVPD basis set.

CARTESIAN COORDINATES (ANGSTROEM)
C -0.323 0.468 0.001
N 1.028 0.128 0.025
C 1.586 -1.016 0.067
N 3.019 -0.752 -0.125
N 3.255 0.419 -0.005
O 2.094 1.134 0.064
H -0.903 -0.297 0.242
H -0.708 1.433 0.442
H -0.500 0.589 -1.039
H 1.258 -2.003 0.004

Its SMILES is C[n+]1cnno1. Its HOMO energy is -17.204 eV. As for the LUMO energy: -6.3 eV. Its net charge is +1.


Going by the energies, x is most stable and the next is 0.0237 hartree up.


w:
Here is a cluster of 2 separate species, H2 in total from the OMol25 dataset. Energies are from ωB97M-V with the def2-TZVPD basis set.

CARTESIAN COORDINATES (ANGSTROEM)
H 0.017 -0.005 0.598
H -0.017 0.005 -0.598

Its HOMO energy is -12.363 eV. As for the LUMO energy: 0.9 eV. Its net charge is 0.


x:
Here is a cluster of 2 separate species, H2 in total from the OMol25 dataset. Energies are from ωB97M-V with the def2-TZVPD basis set.

CARTESIAN COORDINATES (ANGSTROEM)
H 0.154 -0.715 0.131
H -0.154 0.715 -0.131

Its HOMO energy is -11.488 eV. As for the LUMO energy: -0.4 eV. Its net charge is 0.


Going by the energies, w is most stable and the next is 0.0509 hartree up.


w:
Here is the ion CH5N2O with charge +1 from the OMol25 dataset. Energies are from ωB97M-V with the def2-TZVPD basis set.

CARTESIAN COORDINATES (ANGSTROEM)
N 0.088 1.501 -0.057
C 1.043 0.383 0.102
N 0.286 -1.014 0.095
O 2.256 0.147 0.103
H -0.759 1.391 0.563
H 0.510 2.386 -0.248
H -0.098 -1.042 1.075
H 0.917 -1.801 -0.021
H -0.339 -0.773 -0.621

Its SMILES is NC([NH3+])=O. Its HOMO energy is -16.469 eV. As for the LUMO energy: -4.3 eV. Its net charge is +1.


x:
Here is the ion CH5N2O with charge +1 from the OMol25 dataset. Energies are from ωB97M-V with the def2-TZVPD basis set.

CARTESIAN COORDINATES (ANGSTROEM)
N -0.736 1.258 0.021
C -1.081 -0.009 0.007
N 0.243 -0.946 0.020
O -2.096 -0.588 -0.004
H 0.210 1.605 0.001
H -1.476 1.945 -0.045
H 1.001 -0.600 0.619
H 0.589 -1.066 -0.938
H -0.066 -1.869 0.359

Its SMILES is NC([NH3+])=O. Its HOMO energy is -16.546 eV. As for the LUMO energy: -4.2 eV. Its net charge is +1.


Going by the energies, x is most stable and the next is 0.0465 hartree up.


w:
Here is a cluster of 4 separate species, C2H13NO3 in total from the OMol25 dataset. Energies are from ωB97M-V with the def2-TZVPD basis set.

CARTESIAN COORDINATES (ANGSTROEM)
C -1.548 0.673 2.627
C -1.311 0.133 1.232
N -0.235 -0.793 1.189
H -0.827 1.568 2.788
H -2.491 0.927 3.147
H -1.006 0.102 3.331
H -2.335 -0.244 0.869
H -1.055 1.004 0.449
H 0.416 -0.762 1.956
H -0.699 -1.734 1.265
O -0.127 3.049 -0.996
H -0.280 2.113 -1.104
H 0.792 3.079 -1.353
O 2.363 -3.419 -4.104
H 2.745 -2.920 -4.715
H 1.951 -3.028 -3.401
O 1.033 0.082 -1.386
H 1.800 0.687 -1.131
H 0.814 -0.519 -0.663

Its SMILES is CCN.O.O.O. Its HOMO energy is -10.031 eV. As for the LUMO energy: 0.6 eV. Its net charge is 0.


x:
Here is a cluster of 4 separate species, C2H13NO3 in total from the OMol25 dataset. Energies are from ωB97M-V with the def2-TZVPD basis set.

CARTESIAN COORDINATES (ANGSTROEM)
C 0.293 -2.231 -0.537
C -1.073 -1.570 -0.205
N -1.240 -1.486 1.281
H 1.058 -1.578 -0.197
H 0.397 -2.422 -1.605
H 0.238 -3.201 -0.048
H -1.855 -2.197 -0.619
H -1.093 -0.581 -0.660
H -0.280 -1.228 1.529
H -1.211 -2.420 1.638
O 1.772 1.112 -2.568
H 1.866 1.154 -1.611
H 1.830 2.038 -2.829
O -1.472 1.556 1.172
H -1.847 1.875 1.990
H -1.594 0.628 0.951
O 1.445 2.025 0.784
H 1.751 1.645 1.613
H 0.483 1.908 0.823

Its SMILES is CCN.O.O.O. Its HOMO energy is -10.243 eV. As for the LUMO energy: 0.7 eV. Its net charge is 0.


Going by the energies, x is most stable and the next is 0.0495 hartree up.